Record 1
48
Properties=species:S:1:pos:R:3:forces:R:3 method="wB97M-V/def2-TZVPD" e_lumo_ev="-10.42 / -10.00" total_charge=+2 e_above_lowest_kj_mol=328.48 total_energy_ha=-6105.60019 multiplicity=2 orbital_gap_ev="4.54 / 4.94" s_squared=0.78
Ir -0.508 -0.176 -0.417 -1.071 0.098 -1.963
C -0.839 0.664 2.894 -0.533 -0.054 0.051
O 0.128 0.612 1.836 -0.183 -0.107 -1.156
C 1.387 0.052 2.180 0.433 -0.279 0.007
C 1.353 -1.463 2.149 0.125 0.333 0.354
O 0.657 -1.876 0.975 -0.410 0.335 -0.753
C -0.067 -3.098 1.137 -0.314 -0.414 0.094
C -1.331 -3.066 0.312 0.352 -0.163 -0.036
O -1.994 -1.831 0.590 0.514 0.546 0.006
C -3.408 -1.880 0.356 -0.561 -0.110 -0.127
H -0.345 0.910 3.833 0.060 0.051 -0.081
H -1.542 1.453 2.631 0.024 0.005 0.050
H -1.386 -0.275 3.002 0.135 -0.064 -0.074
H 2.086 0.427 1.438 -0.058 0.055 0.157
H 1.706 0.379 3.172 -0.080 0.125 -0.039
H 2.375 -1.849 2.141 -0.048 -0.045 -0.012
H 0.840 -1.850 3.033 -0.033 -0.032 -0.080
H 0.558 -3.946 0.843 -0.011 0.039 0.016
H -0.344 -3.214 2.188 0.082 0.043 -0.009
H -1.119 -3.162 -0.757 -0.138 0.020 0.041
H -1.962 -3.907 0.610 -0.031 0.052 -0.049
H -3.835 -2.715 0.915 0.123 0.037 0.074
H -3.833 -0.948 0.717 0.071 -0.033 0.025
H -3.638 -2.008 -0.703 0.157 0.021 0.026
Br 3.220 -0.059 -0.810 0.259 -0.277 -0.160
C 2.280 -1.339 -1.805 0.269 0.091 0.302
C 2.996 -2.362 -2.406 -0.114 0.151 0.011
C 2.327 -3.252 -3.229 -0.094 -0.069 -0.130
C 0.964 -3.093 -3.432 0.395 0.196 0.060
C 0.335 -2.073 -2.754 -1.220 -0.174 -0.325
N 0.955 -1.227 -1.941 -0.266 0.695 1.453
C -1.185 -1.895 -2.889 2.368 -1.344 -0.678
O -1.767 -2.598 -3.665 -0.653 0.526 0.301
O -1.657 -1.010 -2.091 -0.197 2.189 2.444
H 4.057 -2.449 -2.224 0.038 0.101 -0.063
H 2.872 -4.047 -3.721 0.006 -0.045 0.029
H 0.379 -3.726 -4.085 -0.060 0.019 0.017
Cl 1.072 2.356 -0.422 0.111 -0.102 -0.154
C -0.578 2.758 -0.616 0.231 0.539 0.002
C -1.445 1.680 -0.791 0.629 -2.228 0.474
C -2.786 1.965 -1.105 -0.385 -0.041 -0.330
Cl -3.863 0.721 -1.507 -0.241 0.057 -0.020
C -3.252 3.287 -1.117 0.273 -0.243 0.248
Cl -4.890 3.609 -1.427 -0.063 0.037 -0.025
C -2.364 4.345 -0.846 -0.106 -0.023 -0.055
Cl -2.935 5.937 -0.794 0.147 -0.229 -0.051
C -0.994 4.079 -0.636 0.004 -0.325 0.071
Cl 0.119 5.341 -0.418 0.066 0.043 0.060

Record 2
111
Properties=species:S:1:pos:R:3:forces:R:3 method="wB97M-V/def2-TZVPD" e_lumo_ev=1.82 total_charge=-1 total_energy_ha=-4193.35429 multiplicity=1 orbital_gap_ev=3.84
O -4.768 1.645 2.787 0.002 0.855 -1.008
S -4.223 0.413 3.233 -0.157 1.208 1.344
O -5.012 -0.214 4.253 0.066 -1.191 0.027
Cl -4.061 -0.791 1.608 0.150 -0.245 0.197
C -2.572 0.679 3.881 0.672 -0.827 -1.296
C -1.457 0.824 2.825 -0.743 0.259 0.853
C -1.271 2.180 2.220 0.441 0.510 -0.743
C -0.110 2.083 1.186 -0.145 -0.882 0.218
N -0.213 0.947 0.320 -0.441 0.422 -0.141
C -0.165 1.241 -1.072 0.734 -0.785 0.483
C -1.416 0.925 -1.915 -1.212 0.551 1.294
C -2.701 1.592 -1.468 -0.032 0.177 -0.779
C -2.598 3.096 -1.377 -0.314 -0.391 0.393
O -3.756 3.619 -0.721 -0.084 0.560 0.230
H -2.327 -0.220 4.428 -0.291 -0.256 0.458
H -2.689 1.536 4.527 -0.229 0.264 0.225
H -0.551 0.583 3.370 0.323 -0.304 -0.013
H -1.622 0.082 2.057 0.360 -0.189 -0.348
H -2.176 2.549 1.743 -0.343 -0.035 -0.139
H -0.962 2.906 2.975 -0.147 0.126 0.286
H 0.775 2.003 1.837 -0.013 0.404 -0.181
H -0.012 3.042 0.649 -0.045 0.257 -0.059
H 0.620 0.593 -1.525 -0.237 0.956 0.388
H 0.171 2.269 -1.287 -0.064 0.360 0.000
H -1.216 1.206 -2.950 -2.760 0.691 1.525
H -1.562 -0.153 -1.890 -0.032 -0.135 -0.096
H -3.093 1.200 -0.545 0.145 -0.169 0.638
H -3.451 1.383 -2.228 -0.314 -0.143 -0.025
H -1.675 3.365 -0.874 0.070 0.287 0.238
H -2.593 3.530 -2.367 0.150 0.194 -0.324
H -3.574 3.740 0.218 0.047 -0.230 -0.209
C 2.270 -1.307 1.873 -0.210 -0.319 -0.334
C 3.157 -0.319 1.166 0.043 0.234 -0.177
O 2.776 0.930 1.784 0.230 -0.177 0.330
C 2.255 0.660 2.992 0.178 -0.306 -0.381
O 2.012 1.471 3.832 0.015 0.145 0.329
O 2.051 -0.670 3.146 -0.037 0.037 0.095
H 2.730 -2.284 2.010 0.131 0.076 0.207
H 1.315 -1.433 1.363 -0.052 0.235 0.010
H 4.215 -0.488 1.347 -0.136 0.091 0.150
H 2.972 -0.294 0.100 -0.132 0.221 0.013
C 0.641 -4.142 4.887 0.143 -0.046 0.072
C -0.470 -3.241 5.386 -0.015 0.011 0.139
O -0.765 -2.453 4.232 -0.027 -0.120 0.080
C -0.370 -3.144 3.132 0.029 0.124 -0.178
O -0.619 -2.840 2.017 -0.167 -0.066 -0.043
O 0.354 -4.239 3.489 -0.022 0.046 0.253
H 0.633 -5.127 5.348 -0.051 -0.074 -0.154
H 1.628 -3.694 5.013 -0.025 0.060 -0.012
H -1.365 -3.799 5.670 0.007 -0.029 -0.025
H -0.167 -2.605 6.214 -0.001 0.147 -0.108
C 0.188 0.169 -3.860 1.499 -0.109 -1.180
C 1.593 0.444 -4.359 -0.035 -0.060 -0.281
O 2.398 0.074 -3.237 0.100 -0.236 -0.111
C 1.684 -0.803 -2.480 -0.423 0.311 -0.042
O 2.116 -1.407 -1.554 0.332 -0.371 -0.063
O 0.409 -0.882 -2.915 0.262 -0.736 -0.735
H -0.489 -0.158 -4.645 -0.080 -0.173 0.061
H -0.251 1.022 -3.339 2.487 -0.788 -1.490
H 1.864 -0.188 -5.211 0.087 -0.086 -0.033
H 1.758 1.487 -4.619 0.042 -0.018 0.193
C -6.566 -2.317 5.793 -0.008 0.093 -0.029
C -7.988 -2.699 5.451 -0.033 0.060 -0.101
O -8.209 -3.848 6.282 0.030 0.075 -0.033
C -7.352 -3.779 7.330 0.059 0.053 -0.017
O -7.397 -4.491 8.281 -0.019 -0.063 0.064
O -6.446 -2.796 7.145 -0.118 -0.063 -0.102
H -6.384 -1.251 5.739 0.095 0.006 0.170
H -5.833 -2.830 5.171 0.011 -0.012 0.009
H -8.707 -1.924 5.724 0.015 -0.002 0.048
H -8.122 -2.953 4.403 -0.031 -0.175 0.040
C 2.768 4.264 -2.365 0.232 0.042 0.142
C 1.806 5.275 -1.777 0.091 0.054 0.252
O 0.689 5.186 -2.665 0.022 -0.209 -0.198
C 0.714 3.960 -3.252 0.385 0.163 0.694
O -0.168 3.497 -3.890 -0.274 -0.150 -0.486
O 1.888 3.331 -2.987 -0.147 0.232 -0.257
H 3.381 3.769 -1.615 -0.119 -0.172 -0.029
H 3.417 4.701 -3.128 -0.036 0.000 -0.008
H 1.479 5.004 -0.772 -0.015 -0.087 -0.028
H 2.204 6.287 -1.764 -0.131 0.044 -0.143
C 7.761 -0.276 -0.878 0.198 0.099 -0.114
C 8.713 -1.057 0.003 0.050 -0.003 -0.003
O 7.854 -1.508 1.059 0.024 0.022 -0.095
C 6.582 -1.530 0.578 -0.124 0.036 -0.159
O 5.649 -2.007 1.134 0.310 -0.342 0.209
O 6.514 -0.927 -0.626 0.124 0.004 0.025
H 8.006 -0.322 -1.932 -0.170 -0.055 -0.052
H 7.681 0.770 -0.577 -0.034 -0.004 0.031
H 9.132 -1.929 -0.504 -0.046 -0.012 -0.012
H 9.524 -0.453 0.399 -0.073 -0.020 0.189
C 5.140 0.920 -6.662 -0.103 0.022 -0.125
C 5.501 -0.550 -6.621 -0.127 -0.098 -0.113
O 6.498 -0.590 -5.596 -0.016 0.106 -0.018
C 6.312 0.481 -4.785 -0.264 -0.057 -0.044
O 6.858 0.643 -3.745 0.202 0.074 0.070
O 5.411 1.337 -5.322 0.113 -0.066 -0.050
H 4.099 1.101 -6.915 -0.038 0.055 0.183
H 5.777 1.488 -7.343 0.039 -0.018 0.012
H 4.661 -1.179 -6.319 -0.009 0.045 0.048
H 5.903 -0.920 -7.560 0.170 -0.021 0.077
C -5.499 -1.488 -1.837 -0.007 -0.049 0.186
C -5.528 -2.814 -2.566 0.038 -0.130 0.093
O -5.848 -2.422 -3.904 0.013 0.035 0.060
C -5.469 -1.125 -4.063 0.036 0.014 0.099
O -5.449 -0.560 -5.107 -0.010 0.032 -0.105
O -5.125 -0.578 -2.876 -0.095 -0.190 -0.064
H -4.782 -1.474 -1.022 0.144 0.228 -0.142
H -6.480 -1.201 -1.454 -0.008 0.017 -0.037
H -4.556 -3.310 -2.566 0.023 0.051 -0.009
H -6.277 -3.500 -2.179 -0.095 0.017 -0.151

Record 3
45
Properties=species:S:1:pos:R:3:forces:R:3 method="wB97M-V/def2-TZVPD" e_lumo_ev="-2.71 / -4.27" total_charge=+1 e_above_lowest_kj_mol=0.00 total_energy_ha=-10616.27480 multiplicity=2 orbital_gap_ev="6.83 / 5.26" s_squared=0.76
Ru 0.174 1.140 -0.045 0.078 -1.107 0.050
C 0.316 -1.809 0.489 -0.033 -0.030 0.006
N 0.429 -0.544 1.254 -0.074 0.293 -0.167
C 1.796 -0.413 1.803 0.115 0.066 -0.062
C 2.760 -0.017 0.697 -0.069 -0.140 0.038
C 4.111 -0.302 0.776 -0.050 -0.045 -0.004
C 4.952 0.148 -0.230 0.020 0.016 -0.023
C 4.414 0.853 -1.294 0.004 -0.041 0.020
C 3.051 1.086 -1.314 0.041 -0.094 -0.059
N 2.242 0.659 -0.343 -0.231 0.691 0.284
C -0.647 -0.391 2.259 -0.096 0.055 -0.066
C -1.942 0.045 1.603 0.062 -0.039 0.041
C -3.176 -0.408 2.028 0.029 0.017 0.034
C -4.322 0.098 1.432 -0.008 0.009 -0.007
C -4.196 1.036 0.422 -0.013 -0.016 0.028
C -2.927 1.432 0.035 -0.032 0.001 0.037
N -1.827 0.947 0.610 0.268 0.256 -0.054
C -0.442 -1.664 -0.801 0.035 0.025 0.085
C -1.059 -2.748 -1.402 0.052 0.000 0.040
C -1.663 -2.579 -2.635 -0.014 0.006 -0.036
C -1.628 -1.327 -3.226 -0.001 -0.034 -0.008
C -1.006 -0.291 -2.557 0.050 -0.059 0.016
N -0.421 -0.448 -1.361 -0.104 0.242 0.028
H 1.326 -2.138 0.236 0.007 0.006 -0.011
H -0.126 -2.591 1.112 0.002 -0.003 0.004
H 1.793 0.376 2.558 -0.035 -0.028 -0.027
H 2.119 -1.338 2.292 0.040 -0.014 -0.031
H 4.497 -0.861 1.618 0.004 0.009 0.005
H 6.014 -0.050 -0.183 -0.001 -0.006 -0.001
H 5.036 1.223 -2.096 -0.006 0.000 -0.006
H 2.574 1.634 -2.116 0.005 0.037 0.026
H -0.790 -1.305 2.843 -0.030 -0.028 -0.032
H -0.340 0.402 2.944 0.000 -0.022 0.004
H -3.237 -1.138 2.824 -0.003 -0.006 -0.005
H -5.299 -0.237 1.754 0.000 -0.003 -0.001
H -5.063 1.459 -0.064 0.004 0.002 -0.005
H -2.764 2.155 -0.754 0.003 -0.002 0.001
H -1.056 -3.710 -0.908 -0.013 0.002 0.006
H -2.153 -3.409 -3.125 0.001 -0.001 0.000
H -2.081 -1.145 -4.189 0.003 0.009 -0.001
H -0.974 0.699 -2.988 -0.013 0.024 0.011
Se 0.726 2.717 1.773 -0.021 -0.069 -0.084
Se 0.784 4.921 1.116 0.058 -0.035 0.107
Se 0.148 5.000 -1.058 -0.062 0.027 -0.126
Se -0.121 2.831 -1.789 0.028 0.031 -0.057

Record 4
14
Properties=species:S:1:pos:R:3:forces:R:3 method="wB97M-V/def2-TZVPD" e_lumo_ev=-0.12 e_above_lowest_kj_mol=496.50 total_energy_ha=-287.39813 multiplicity=1 orbital_gap_ev=8.26
C -0.834 -1.227 0.648 -0.033 -0.066 0.019
C -0.177 -0.074 -0.066 -0.212 0.222 -0.128
C 1.329 -0.005 -0.102 0.153 -0.041 -0.072
C 1.851 -0.002 1.273 0.460 -0.041 0.998
N 2.220 -0.025 2.369 -0.351 0.034 -1.092
C -0.848 0.930 -0.627 0.545 -0.173 0.032
C -1.148 2.109 -1.233 0.061 -0.135 0.246
H -0.523 -2.174 0.186 0.024 0.132 0.086
H -0.564 -1.281 1.710 0.020 0.070 -0.160
H -1.925 -1.195 0.571 0.180 0.136 0.018
H -1.873 1.154 -0.171 -0.882 0.184 -0.456
H 1.768 -0.856 -0.630 0.019 -0.021 0.035
H 1.655 0.910 -0.606 0.008 -0.181 0.104
H -1.484 2.001 -2.284 0.006 -0.120 0.370

Repeat the first record exactly.
48
Properties=species:S:1:pos:R:3:forces:R:3 method="wB97M-V/def2-TZVPD" e_lumo_ev="-10.42 / -10.00" total_charge=+2 e_above_lowest_kj_mol=328.48 total_energy_ha=-6105.60019 multiplicity=2 orbital_gap_ev="4.54 / 4.94" s_squared=0.78
Ir -0.508 -0.176 -0.417 -1.071 0.098 -1.963
C -0.839 0.664 2.894 -0.533 -0.054 0.051
O 0.128 0.612 1.836 -0.183 -0.107 -1.156
C 1.387 0.052 2.180 0.433 -0.279 0.007
C 1.353 -1.463 2.149 0.125 0.333 0.354
O 0.657 -1.876 0.975 -0.410 0.335 -0.753
C -0.067 -3.098 1.137 -0.314 -0.414 0.094
C -1.331 -3.066 0.312 0.352 -0.163 -0.036
O -1.994 -1.831 0.590 0.514 0.546 0.006
C -3.408 -1.880 0.356 -0.561 -0.110 -0.127
H -0.345 0.910 3.833 0.060 0.051 -0.081
H -1.542 1.453 2.631 0.024 0.005 0.050
H -1.386 -0.275 3.002 0.135 -0.064 -0.074
H 2.086 0.427 1.438 -0.058 0.055 0.157
H 1.706 0.379 3.172 -0.080 0.125 -0.039
H 2.375 -1.849 2.141 -0.048 -0.045 -0.012
H 0.840 -1.850 3.033 -0.033 -0.032 -0.080
H 0.558 -3.946 0.843 -0.011 0.039 0.016
H -0.344 -3.214 2.188 0.082 0.043 -0.009
H -1.119 -3.162 -0.757 -0.138 0.020 0.041
H -1.962 -3.907 0.610 -0.031 0.052 -0.049
H -3.835 -2.715 0.915 0.123 0.037 0.074
H -3.833 -0.948 0.717 0.071 -0.033 0.025
H -3.638 -2.008 -0.703 0.157 0.021 0.026
Br 3.220 -0.059 -0.810 0.259 -0.277 -0.160
C 2.280 -1.339 -1.805 0.269 0.091 0.302
C 2.996 -2.362 -2.406 -0.114 0.151 0.011
C 2.327 -3.252 -3.229 -0.094 -0.069 -0.130
C 0.964 -3.093 -3.432 0.395 0.196 0.060
C 0.335 -2.073 -2.754 -1.220 -0.174 -0.325
N 0.955 -1.227 -1.941 -0.266 0.695 1.453
C -1.185 -1.895 -2.889 2.368 -1.344 -0.678
O -1.767 -2.598 -3.665 -0.653 0.526 0.301
O -1.657 -1.010 -2.091 -0.197 2.189 2.444
H 4.057 -2.449 -2.224 0.038 0.101 -0.063
H 2.872 -4.047 -3.721 0.006 -0.045 0.029
H 0.379 -3.726 -4.085 -0.060 0.019 0.017
Cl 1.072 2.356 -0.422 0.111 -0.102 -0.154
C -0.578 2.758 -0.616 0.231 0.539 0.002
C -1.445 1.680 -0.791 0.629 -2.228 0.474
C -2.786 1.965 -1.105 -0.385 -0.041 -0.330
Cl -3.863 0.721 -1.507 -0.241 0.057 -0.020
C -3.252 3.287 -1.117 0.273 -0.243 0.248
Cl -4.890 3.609 -1.427 -0.063 0.037 -0.025
C -2.364 4.345 -0.846 -0.106 -0.023 -0.055
Cl -2.935 5.937 -0.794 0.147 -0.229 -0.051
C -0.994 4.079 -0.636 0.004 -0.325 0.071
Cl 0.119 5.341 -0.418 0.066 0.043 0.060

What did the fourth record say?
14
Properties=species:S:1:pos:R:3:forces:R:3 method="wB97M-V/def2-TZVPD" e_lumo_ev=-0.12 e_above_lowest_kj_mol=496.50 total_energy_ha=-287.39813 multiplicity=1 orbital_gap_ev=8.26
C -0.834 -1.227 0.648 -0.033 -0.066 0.019
C -0.177 -0.074 -0.066 -0.212 0.222 -0.128
C 1.329 -0.005 -0.102 0.153 -0.041 -0.072
C 1.851 -0.002 1.273 0.460 -0.041 0.998
N 2.220 -0.025 2.369 -0.351 0.034 -1.092
C -0.848 0.930 -0.627 0.545 -0.173 0.032
C -1.148 2.109 -1.233 0.061 -0.135 0.246
H -0.523 -2.174 0.186 0.024 0.132 0.086
H -0.564 -1.281 1.710 0.020 0.070 -0.160
H -1.925 -1.195 0.571 0.180 0.136 0.018
H -1.873 1.154 -0.171 -0.882 0.184 -0.456
H 1.768 -0.856 -0.630 0.019 -0.021 0.035
H 1.655 0.910 -0.606 0.008 -0.181 0.104
H -1.484 2.001 -2.284 0.006 -0.120 0.370